# C2H6N2OS

A single C2H6N2OS molecule at a distorted geometry (wB97M-V/def2-TZVPD, the OMol25 dataset).

Last columns: bonded neighbours and bond lengths (Å).
Atoms and positions in Å:
1 C 0.12803 0.21786 1.50615  C2 1.467, H7 1.094, H8 1.101, H9 1.097
2 C -0.12250 0.52005 0.09226  C1 1.467, N3 1.266, N5 1.473
3 N -0.66809 1.58645 -0.31643  C2 1.266, O4 1.384
4 O -0.72936 1.75989 -1.68859  N3 1.384, H10 0.993
5 N 0.41166 -0.41363 -0.91383  C2 1.473, S6 1.696, H11 1.034
6 S -0.49382 -1.80118 -1.27702  N5 1.696, H12 1.321
7 H -0.25198 -0.77124 1.77888  C1 1.094
8 H -0.26564 1.03896 2.12490  C1 1.101
9 H 1.18214 0.11142 1.79060  C1 1.097
10 H -0.45224 0.88289 -2.06166  O4 0.993
11 H 1.42659 -0.51940 -0.74791  N5 1.034
12 H -0.16479 -2.61206 -0.28736  S6 1.321

HOMO (eV): -9.63
Total charge: 0
SMILES: C/C(=N/O)NS

Here are the Mulliken charges for atoms 1 to 5, given in e:
1 C -0.991
2 C 0.650
3 N -0.358
4 O -0.318
5 N -0.498

=====

# H17O12S

9 unconnected molecules or ions with the total composition H17O12S at a distorted geometry (wB97M-V/def2-TZVPD, the OMol25 dataset).

Last columns: bonded neighbours and bond lengths (Å).
Atoms and positions in Å:
1 O -0.79560 0.24537 0.20460  H2 1.003, H3 1.057, H4 0.978
2 H -1.41160 -0.51263 0.43060  O1 1.003
3 H -0.49260 0.44937 -0.78740  O1 1.057
4 H -0.16660 0.31137 0.95060  O1 0.978
5 S 1.42040 1.75137 -2.23440  O6 1.498, O7 1.451, O8 1.487, O9 1.426
6 O 0.18240 0.91737 -2.11440  S5 1.498
7 O 1.15640 3.01637 -2.89440  S5 1.451
8 O 2.04640 2.02637 -0.91440  S5 1.487
9 O 2.32840 0.97737 -3.01540  S5 1.426
10 O 2.54340 -1.63963 0.24960  H11 0.994, H12 0.944
11 H 2.86840 -1.41263 -0.66140  O10 0.994
12 H 2.02940 -0.91563 0.57160  O10 0.944
13 O -1.97560 -2.07463 0.42760  H14 0.863, H15 0.977
14 H -2.70860 -2.15463 0.87560  O13 0.863
15 H -1.27760 -2.75763 0.38660  O13 0.977
16 O -0.17860 -1.39563 3.49460  H17 1.051, H18 0.950
17 H -0.75160 -0.53063 3.32760  O16 1.051
18 H -0.55660 -1.91163 4.19660  O16 0.950
19 O 0.04740 -1.67263 -1.90940  H20 0.922, H21 0.889
20 H 0.57340 -1.07963 -2.37940  O19 0.922
21 H 0.66840 -2.23663 -1.61640  O19 0.889
22 O -1.75460 1.02537 3.35760  H23 0.894, H24 1.049
23 H -2.50560 1.24837 2.92760  O22 0.894
24 H -0.93760 1.67837 3.28260  O22 1.049
25 O -2.10460 0.89437 -3.00140  H26 0.925, H27 0.929
26 H -1.20460 0.86837 -2.78940  O25 0.925
27 H -2.16960 1.26037 -3.85240  O25 0.929
28 O 1.74740 0.79837 1.17060  H29 0.989, H30 0.954
29 H 1.64040 1.45137 1.90560  O28 0.989
30 H 1.73940 1.37437 0.41060  O28 0.954

HOMO (eV): -4.29
Total charge: -1

Here are the Mulliken charges for atoms 1 to 5, given in e:
1 O -0.153
2 H 0.449
3 H 0.349
4 H 0.354
5 S 1.177

=====

# CH3ClN2O

2 unconnected molecules or ions with the total composition CH3ClN2O at a distorted geometry (wB97M-V/def2-TZVPD, the OMol25 dataset).

Last columns: bonded neighbours and bond lengths (Å).
Atoms and positions in Å:
1 C 0.42870 0.85695 -0.27169  N2 1.273, O4 1.175, H6 1.188
2 N 0.06627 -0.35729 -0.15096  C1 1.273, H7 1.013
3 N -1.89665 -0.34800 0.86382  Cl5 1.712, H8 0.932
4 O 0.22395 1.80800 0.38747  C1 1.175
5 Cl -3.02370 0.18053 -0.31182  N3 1.712
6 H 1.24964 0.86993 -1.13075  C1 1.188
7 H -0.03899 -1.20938 -0.68912  N2 1.013
8 H -1.48704 0.41214 1.21343  N3 0.932

HOMO (eV): -9.94
Total charge: 0

Here are the Mulliken charges for atoms 1 to 5, given in e:
1 C 0.257
2 N -0.372
3 N -0.261
4 O -0.506
5 Cl 0.036

=====

| no. | energy (eV) |
| --- | --- |
| 1 | -18031.8325 |
| 2 | -35681.4290 |
| 3 | -18630.5847 |